{
  "formula": "C19H21N2O11S2",
  "method": "wB97M-V/def2-TZVPD",
  "species": ["S", "S", "O", "O", "O", "O", "O", "O", "O", "O", "O", "O", "O", "N", "N", "C", "C", "C", "C", "C", "C", "C", "C", "C", "C", "C", "C", "C", "C", "C", "C", "C", "C", "C", "H", "H", "H", "H", "H", "H", "H", "H", "H", "H", "H", "H", "H", "H", "H", "H", "H", "H", "H", "H", "H"],
  "xyz": [[-2.5672, 1.6645, -0.4159], [-3.0243, 5.4333, 2.0666], [2.9544, -2.4570, 2.0603], [-4.3456, -3.0313, -2.6917], [-4.5607, 4.9657, 2.3033], [-2.6510, 5.1124, 0.7228], [-4.8754, -2.2012, -0.5822], [6.3102, 0.4534, -0.7807], [-2.8634, 6.7428, 2.6281], [-2.3210, 4.3619, 3.0628], [-5.6501, -1.3436, -3.5915], [2.9894, -3.3844, -0.1056], [4.4421, -0.9107, -1.1849], [-2.8886, -0.0200, -0.5987], [-0.9335, 1.7178, 0.1236], [-0.5751, 0.3065, 0.1339], [-2.6845, -3.3900, -0.6915], [5.0413, 0.2975, -0.7540], [-4.0355, -2.8139, -1.3066], [2.6041, 1.3502, -0.3391], [-1.5623, -2.3233, -0.3241], [-3.2309, -0.9775, -3.9808], [2.4267, -2.5916, 0.9056], [1.0149, -1.8989, 0.5168], [0.8215, -0.3423, 0.5522], [-4.5802, 3.7516, 3.0555], [-3.3178, 3.7834, 3.9039], [4.1927, 1.5586, -0.2083], [1.9822, 0.6800, 1.0207], [6.0460, -2.5947, -0.0824], [-1.6967, -0.7687, -0.2777], [-4.4842, -1.7888, -3.4001], [-0.1535, -2.9002, 0.0786], [5.4206, -1.9502, -1.4456], [-2.9442, -0.0957, -3.3041], [6.2383, -1.6571, -2.1910], [1.5085, 1.4935, 1.6869], [5.5639, -2.0053, 0.7874], [-2.2316, -4.0993, -1.4906], [-2.3262, -1.6436, -4.2217], [0.0789, -4.0187, 0.0939], [2.2988, 0.6182, -1.1850], [-4.5618, 2.9144, 2.3519], [-3.5874, -0.5137, -4.9789], [4.4030, 1.7390, 0.9172], [5.6839, -3.6775, 0.0136], [2.8026, 0.0896, 1.5846], [4.5928, 2.4756, -0.7873], [-2.9304, -4.0579, 0.2116], [2.0896, 2.3740, -0.5185], [-3.4438, 4.4335, 4.7751], [-5.4843, 3.6944, 3.6631], [7.1861, -2.5255, -0.0767], [-3.0135, 2.7900, 4.2343], [4.8319, -2.8191, -1.9388]],
  "forces_ev_per_angstrom": [[1.70, -2.83, 0.55], [0.10, -0.16, 0.07], [-2.09, 0.40, -2.92], [1.57, 1.72, 0.68], [0.73, 0.43, 0.20], [-0.13, 0.49, 0.98], [3.74, -2.86, -3.32], [-4.79, -0.79, 0.02], [-0.15, -0.83, -0.68], [-0.43, 0.28, -0.78], [4.98, -2.10, 0.72], [-3.34, 3.63, 4.01], [1.55, 2.82, 0.99], [3.78, 0.09, 0.95], [-1.19, -5.77, -0.91], [0.78, -1.52, 0.32], [0.30, -0.57, -1.26], [3.80, 0.17, 0.07], [-2.88, 2.27, 3.47], [-0.50, 0.01, 0.34], [4.27, 0.15, 1.49], [-0.18, -0.37, -0.61], [3.20, -2.99, -1.71], [-2.09, 2.39, -0.56], [-1.02, -2.10, 0.11], [0.08, -0.70, -0.03], [-0.38, 0.14, 0.47], [-0.88, -0.82, -0.35], [-0.44, -0.82, -0.95], [-0.86, 0.66, -0.32], [-1.18, 2.70, -0.16], [-4.05, 2.38, -0.90], [-2.08, 4.37, -0.42], [0.55, -2.74, -0.20], [-0.47, -1.61, -0.71], [-1.23, 0.14, 1.24], [0.80, -1.35, -0.97], [1.00, -1.09, -1.23], [-0.69, 1.21, 1.32], [-1.37, 0.97, 0.70], [-0.42, 1.85, -0.12], [0.87, 1.45, 1.19], [0.01, 0.01, 0.08], [0.42, -0.85, 1.71], [0.07, -0.54, -1.95], [0.57, 1.68, -0.13], [-1.48, 0.91, -0.87], [-0.70, -1.62, 0.86], [0.14, 1.32, -1.26], [0.82, -1.77, 0.22], [-0.05, -0.08, -0.01], [0.06, 0.24, -0.14], [-1.60, 0.01, 0.09], [0.17, 0.12, -0.23], [0.62, 1.83, 0.86]],
  "nbo_charge": [0.776, 2.513, -0.707, -0.571, -0.681, -0.879, -0.515, -0.635, -0.892, -0.671, -0.529, -0.806, -0.504, -0.633, -0.589, 0.095, -0.531, 0.793, 0.794, -0.418, -0.110, -0.741, 0.722, -0.066, -0.001, -0.103, -0.103, -0.495, -0.457, -0.650, 0.208, 0.801, -0.133, -0.085, 0.272, 0.183, 0.222, 0.241, 0.243, 0.238, 0.249, 0.236, 0.201, 0.246, 0.239, 0.238, 0.259, 0.238, 0.259, 0.215, 0.186, 0.207, 0.195, 0.220, 0.218],
  "homo_ha": -0.1879,
  "total_charge": -1,
  "homo_lumo_gap_ev": 6.259
}

=====

{
  "formula": "C6H8O2",
  "method": "wB97M-V/def2-TZVPD",
  "species": ["O", "O", "C", "C", "C", "C", "C", "C", "H", "H", "H", "H", "H", "H", "H", "H"],
  "xyz": [[-0.3446, -0.5238, -1.0837], [-2.6841, -0.0419, -0.0311], [-0.4270, 0.7827, -0.4512], [0.9763, 0.8489, 0.1451], [-1.4404, 0.1621, 0.5831], [1.8673, -0.1712, -0.4197], [-0.3751, -1.0504, 0.2158], [1.0169, -0.6370, 0.6485], [1.4425, -0.6305, -1.4741], [-2.4330, -0.0656, -1.1328], [-1.6420, 0.6166, 1.6182], [2.9372, -0.0033, -0.1878], [1.4571, 1.6915, 0.7208], [1.3493, -0.6361, 1.7717], [-0.9453, -1.9657, 0.1752], [-0.7552, 1.6239, -1.0978]],
  "forces_ev_per_angstrom": [[-2.31, 1.13, -1.94], [1.09, -0.01, -4.25], [-0.02, 1.47, -0.22], [-0.21, 0.59, 0.83], [1.45, 0.28, -0.05], [1.44, -1.16, -3.59], [-1.93, 0.53, 1.00], [-0.03, 0.65, 5.10], [2.31, 1.41, 2.66], [-1.15, -0.20, 4.67], [0.72, -0.83, -1.44], [-0.77, -0.45, -0.51], [-1.13, -1.06, -0.61], [-0.54, -0.72, -2.40], [0.93, -1.00, 0.61], [0.15, -0.61, 0.16]],
  "nbo_charge": [-0.536, -0.711, 0.045, -0.280, 0.086, -0.442, 0.041, -0.266, 0.272, 0.479, 0.191, 0.234, 0.236, 0.233, 0.218, 0.201],
  "homo_ha": -0.3425,
  "e_above_lowest_kj_mol": 475.2,
  "homo_lumo_gap_ev": 10.283
}

=====

{
  "formula": "C7H15N",
  "method": "wB97M-V/def2-TZVPD",
  "species": ["N", "C", "C", "C", "C", "C", "C", "C", "H", "H", "H", "H", "H", "H", "H", "H", "H", "H", "H", "H", "H", "H", "H"],
  "xyz": [[-1.8450, 0.2613, 2.2143], [1.4509, 1.1529, -3.1727], [-0.8608, -0.6785, -0.8533], [0.5958, 0.4200, 2.6601], [0.6567, 0.0592, -3.0133], [-0.4697, 0.3764, 1.5167], [0.6110, -0.5763, -1.6928], [-0.4439, -0.9533, 0.6526], [1.2427, -0.0426, -0.9699], [0.2931, -0.3516, -3.9864], [-2.0558, 1.1776, 2.5676], [-0.6288, 1.2022, 0.8088], [-0.1019, 0.6488, 3.4673], [1.4736, 1.5974, -4.0993], [2.0464, 1.5563, -2.4048], [0.6568, -1.1541, 0.6032], [1.4337, 1.0282, 2.3814], [-1.4787, 0.2265, -0.7858], [-0.9015, -1.8463, 1.1237], [-1.5031, -1.4675, -1.3181], [1.0530, -1.6036, -1.5095], [-2.0164, -0.4729, 2.8600], [0.7918, -0.5600, 2.9505]],
  "forces_ev_per_angstrom": [[0.73, 1.78, -2.38], [-1.94, -2.56, 0.76], [1.37, -0.73, 0.03], [-2.63, 0.98, -1.47], [2.01, 1.30, -1.35], [-2.95, -3.28, 1.06], [-1.99, -1.34, 3.16], [2.06, 0.75, -1.00], [-0.14, 0.57, -0.47], [-0.38, 0.08, 1.30], [-0.43, -0.04, 0.59], [0.77, 0.10, 0.60], [1.12, 1.42, 0.49], [0.32, 1.05, -2.01], [0.42, 0.51, 1.00], [-0.74, -0.47, 0.07], [0.52, 0.30, 0.64], [0.40, 0.04, -0.74], [-0.05, 0.83, -0.08], [0.64, 0.49, 0.50], [-0.72, 0.70, -1.13], [0.41, -0.52, 0.55], [1.18, -1.92, -0.10]],
  "nbo_charge": [-0.880, -0.371, -0.386, -0.651, -0.194, -0.034, -0.443, -0.406, 0.197, 0.211, 0.351, 0.202, 0.228, 0.185, 0.184, 0.182, 0.218, 0.203, 0.214, 0.204, 0.218, 0.360, 0.209],
  "homo_ha": -0.3285,
  "e_above_lowest_kj_mol": 273.2,
  "homo_lumo_gap_ev": 10.049
}